1.
C25H31BFeN13O2S | wB97M-V/def2-TZVPD

Values from the calculation:
Total charge ... +1
Lowest unoccupied orbital energy (alpha / beta) ... -4.759 / -4.764 eV
Expectation value of S² ... 6.01
Orbital gap (alpha / beta) ... 6.40 / 6.06 eV
2S+1 ... 5

XYZ file:
```
74
Properties=species:S:1:pos:R:3:forces:R:3
Fe -0.11681 0.73703 0.62904 0.704 0.260 -0.786
N 2.05502 3.46604 4.19050 0.326 -0.336 0.276
C 1.61088 2.50214 3.39917 0.529 0.208 0.037
S 0.50965 2.71134 2.25347 -1.212 0.106 -1.288
N 2.33915 1.28908 3.60081 1.072 -0.564 0.560
N 1.66116 0.27617 3.53538 -1.652 -0.946 -0.256
C 2.19378 -0.98232 3.89338 0.323 1.638 0.726
C 1.69822 -2.16532 3.52175 0.259 -1.391 -0.447
C 2.19844 -3.41574 4.13419 -0.061 -0.046 0.551
C 1.66106 -4.62273 3.84516 0.326 0.879 0.415
C 0.59122 -4.71204 2.88117 0.339 -0.387 -0.538
C 0.15226 -3.63990 2.19121 -0.086 -0.462 0.881
C 0.67941 -2.30783 2.44338 -0.895 0.720 -0.618
O 0.26582 -1.34471 1.77622 0.569 -0.449 0.514
H 1.99452 4.43742 3.96072 -0.434 0.208 -0.022
H 2.69732 3.17934 4.89342 0.635 0.130 0.460
H 2.90368 -0.88393 4.70727 0.291 -0.339 -0.008
H 2.95931 -3.36800 4.92779 -0.305 0.241 -0.526
H 2.00126 -5.49857 4.39308 -0.090 0.114 -0.275
H 0.21195 -5.70894 2.64334 -0.121 0.370 0.154
H -0.67716 -3.77336 1.52710 -0.139 0.331 -0.517
C -3.84450 -0.18399 2.27195 -0.675 -0.415 -0.485
C -2.50326 0.07605 2.36414 1.217 0.338 -0.248
N -2.04868 0.60981 1.22267 0.137 -0.637 0.986
N -3.06598 0.64823 0.35064 -0.258 -0.483 0.387
C -4.16984 0.14951 0.95367 0.515 0.473 0.676
B -2.79776 0.83583 -1.16941 0.694 0.578 -0.491
N -1.82012 -0.26733 -1.68745 0.081 -0.337 -0.054
C -1.83788 -1.06515 -2.75477 -0.886 -0.746 -1.618
C -0.74197 -1.91326 -2.76267 0.033 0.806 1.441
C -0.04717 -1.51939 -1.57970 -0.290 -0.483 -1.191
N -0.70219 -0.54122 -1.00460 0.412 0.790 1.674
N -2.01113 2.20051 -1.38130 -0.320 -0.441 -0.111
C -2.20839 3.22193 -2.23948 0.683 0.372 0.644
C -1.23728 4.18747 -1.97289 -0.100 -0.633 0.413
C -0.45953 3.64418 -0.93605 -0.800 -0.670 -0.258
N -0.93335 2.42268 -0.61843 0.712 0.810 0.402
N -4.10249 0.88841 -1.90730 -0.369 0.179 -0.081
C -4.99787 1.92650 -1.85372 0.245 -0.513 0.354
C -6.03961 1.58417 -2.64722 -1.189 0.565 0.128
C -5.76323 0.30808 -3.12919 0.286 -0.729 -0.654
N -4.59105 -0.11830 -2.69452 0.193 0.457 0.258
H -4.41662 -0.63286 3.06974 -0.328 0.145 -0.350
H -1.79645 -0.16985 3.15719 -0.320 0.392 -0.166
H -5.09830 0.17462 0.44355 -0.606 -0.246 -0.344
H -2.65953 -1.00740 -3.46933 0.347 -0.090 0.438
H -0.57826 -2.74328 -3.41241 0.231 -0.096 -0.327
H 0.88903 -1.84470 -1.13518 -0.321 -0.104 -0.177
H -3.01439 3.21646 -2.94325 -0.176 -0.005 -0.131
H -1.14220 5.16070 -2.39906 0.029 0.249 -0.295
H 0.36628 4.07389 -0.38278 -0.047 -0.143 -0.199
H -4.96140 2.77175 -1.17753 0.550 -0.116 -0.179
H -6.93224 2.17271 -2.74321 -0.153 -0.013 -0.261
H -6.32888 -0.31721 -3.82465 0.171 0.295 0.410
C 3.51148 -1.98930 -1.48058 1.505 -1.621 -0.172
N 3.43629 -0.82877 -0.64896 -0.164 -0.008 1.216
C 3.49919 -1.09604 0.80201 -0.324 0.405 -0.305
C 2.64372 0.20603 -1.04312 -1.044 -0.111 2.027
O 1.83222 0.71162 -0.20192 0.566 0.098 -0.792
N 2.76820 0.62377 -2.28444 -1.099 1.282 -1.084
C 1.76713 1.57439 -2.80570 1.171 0.165 -1.494
C 3.94448 0.42074 -3.10904 0.117 0.741 -0.155
H 2.99883 -2.86949 -1.02708 0.153 0.609 -0.220
H 4.58065 -2.28175 -1.62625 -0.687 0.027 0.143
H 3.12545 -1.82430 -2.47180 -0.387 0.094 -0.150
H 4.33564 -1.76461 0.98536 0.013 -0.116 -0.005
H 2.56018 -1.52265 1.20974 0.648 0.191 -0.565
H 3.68719 -0.15143 1.32396 -0.029 -0.212 -0.092
H 0.77285 1.29519 -2.59907 -1.082 -0.353 0.895
H 1.80924 1.51198 -3.90148 0.224 -0.037 0.176
H 1.94783 2.63176 -2.57460 0.101 -0.371 0.428
H 4.75384 0.12827 -2.47054 0.464 -0.419 0.198
H 4.23395 1.40590 -3.51262 -0.195 -0.457 -0.129
H 3.79776 -0.30608 -3.91888 -0.023 0.260 0.192
```
Positions in Å, forces in eV/Å.

For each atom in turn, the Löwdin charge in e is: Fe 0.6374; N 0.1219; C -0.8669; S 0.8388; N 0.0572; N 0.0504; C -0.0111; C -0.1233; C -0.0196; C -0.0586; C -0.0362; C 0.0129; C -0.3206; O -0.0082; H 0.1153; H 0.1048; H 0.1334; H 0.1248; H 0.1161; H 0.1229; H 0.1200; C -0.0330; C -0.1335; N -0.0556; N 0.0365; C -0.0157; B -0.6102; N 0.0407; C -0.0770; C -0.0177; C -0.1272; N -0.0217; N 0.0084; C -0.0532; C -0.0429; C -0.1487; N -0.0229; N -0.0134; C -0.1044; C -0.0793; C -0.1448; N 0.0761; H 0.1044; H 0.1165; H 0.1186; H 0.1114; H 0.0877; H 0.0947; H 0.1165; H 0.0901; H 0.0883; H 0.1361; H 0.0980; H 0.1129; C -0.0820; N -0.1334; C -0.0193; C -0.4988; O -0.0797; N -0.0981; C -0.0040; C -0.0324; H 0.1044; H 0.1091; H 0.0753; H 0.0989; H 0.0643; H 0.0918; H 0.0563; H 0.1005; H 0.1027; H 0.0869; H 0.1075; H 0.1032

---

2.
C25H31ClO13P2PdS2Se | wB97M-V/def2-TZVPD

Values from the calculation:
Lowest unoccupied orbital energy (alpha / beta) ... 0.345 / -1.911 eV
Expectation value of S² ... 6.04
Orbital gap (alpha / beta) ... 7.52 / 6.98 eV
2S+1 ... 5

XYZ file:
```
76
Properties=species:S:1:pos:R:3:forces:R:3
Pd -0.76555 -1.27784 -0.11735 -0.412 0.113 0.359
O 1.44079 -1.30121 0.41952 0.052 0.001 0.155
S 2.59011 -0.39936 0.02316 -0.319 0.026 -0.030
C 2.64797 -0.44773 -1.79135 -0.018 0.047 -0.037
C 1.46226 0.29559 -2.39781 0.054 0.013 0.073
C 1.49042 1.80280 -2.11110 0.007 -0.022 -0.057
C 0.10593 2.43996 -2.08300 0.027 -0.108 0.075
S -0.66242 2.17723 -0.44144 -0.118 -0.142 0.064
O 0.04025 0.95438 0.12131 -0.143 0.030 -0.178
C 0.10492 3.52934 0.42157 0.048 0.032 -0.013
C 1.28712 3.32266 1.11068 0.046 0.044 0.099
C 1.86248 4.39200 1.78314 -0.010 0.021 0.037
C 1.24970 5.63802 1.76943 -0.022 -0.013 -0.015
C 0.05350 5.82579 1.08540 0.046 -0.008 0.016
C -0.52939 4.76490 0.41028 0.030 -0.041 -0.007
C 4.04760 -1.38052 0.30510 -0.005 -0.049 -0.008
C 3.93477 -2.74002 0.54048 -0.010 -0.079 0.029
C 5.09369 -3.48387 0.72114 -0.024 0.038 -0.012
C 6.33563 -2.86599 0.67411 -0.017 0.010 -0.008
C 6.43013 -1.49628 0.45682 0.007 -0.008 0.007
C 5.28076 -0.74343 0.27614 0.009 -0.027 0.017
H 2.65170 -1.50587 -2.05720 -0.021 0.072 -0.031
H 3.60623 0.00761 -2.05694 0.002 0.009 -0.023
H 0.53700 -0.15612 -2.03649 0.105 0.086 -0.128
H 1.46234 0.12571 -3.47682 0.020 -0.056 0.008
H 2.10262 2.31134 -2.85945 -0.014 0.010 -0.007
H 1.96736 1.99009 -1.14574 0.074 0.026 -0.051
H -0.58330 1.99741 -2.80542 0.061 -0.046 0.036
H 0.14138 3.51884 -2.22932 -0.060 0.026 -0.017
H 1.72677 2.33317 1.14032 -0.026 -0.006 0.022
H 2.78572 4.24707 2.32981 -0.010 0.004 -0.003
H 1.69874 6.46492 2.30410 0.000 0.001 -0.005
H -0.42930 6.79425 1.08931 0.003 -0.006 0.002
H -1.47250 4.88832 -0.11066 0.014 -0.001 0.015
H 2.95944 -3.20962 0.59581 0.057 0.071 -0.036
H 5.01489 -4.54905 0.89325 0.024 0.005 0.011
H 7.23572 -3.45020 0.81419 -0.006 -0.003 0.005
H 7.39818 -1.01300 0.43755 -0.001 -0.011 -0.007
H 5.34272 0.32824 0.12018 -0.008 -0.017 0.001
C -5.38211 -1.49850 -0.76368 -0.023 0.060 -0.083
C -4.52117 -0.99119 -1.86641 0.110 -0.292 0.318
O -4.62163 -1.56735 -3.09774 -0.012 0.067 -0.058
P -3.05150 -0.03219 -1.56680 0.067 0.386 -0.112
O -3.51024 1.49864 -1.86734 0.161 -0.115 0.216
O -1.92970 -0.39078 -2.52192 -0.240 0.021 -0.045
O -2.66345 -0.04431 -0.09391 0.136 -0.228 -0.258
P -2.21749 -3.60416 -1.97277 -0.045 0.079 0.211
O -3.50534 -4.48730 -2.26672 0.161 0.023 -0.027
O -1.91011 -2.85529 -3.28645 -0.063 -0.166 0.038
O -2.43150 -2.69371 -0.80239 0.296 -0.095 -0.231
H -6.39246 -1.07738 -0.80539 -0.010 -0.020 -0.017
H -4.94335 -1.24792 0.20053 -0.004 0.000 -0.009
H -5.47227 -2.59102 -0.81887 0.038 0.019 0.018
H -5.09503 -2.40780 -3.03207 -0.053 0.046 -0.001
H -3.88086 1.56013 -2.75338 -0.061 0.046 -0.116
H -1.89688 -1.84948 -3.11532 0.079 0.081 0.012
H -3.34571 -5.42744 -2.13603 -0.048 -0.119 0.064
O -1.11093 -4.71287 -1.66424 -0.077 0.338 -0.155
Se 0.39620 -4.00260 -0.88420 0.476 -0.225 -0.005
O 1.47796 -5.17488 -0.97595 -0.375 0.211 0.105
O 0.61832 -2.70942 -1.83882 -0.106 -0.328 0.236
O -0.14141 -3.58317 0.59813 0.090 0.072 -0.483
Cl 1.22109 0.15119 3.57166 -0.051 0.051 -0.020
C -0.42217 0.71346 3.44916 0.161 0.128 0.113
C -0.70073 2.00107 3.85931 0.036 0.046 -0.029
C -1.99546 2.49854 3.76335 0.016 -0.035 -0.024
C -3.01242 1.68624 3.26353 0.049 -0.045 -0.010
C -2.73050 0.39625 2.87487 -0.110 0.070 -0.005
C -1.42523 -0.14540 2.95417 -0.052 -0.188 -0.195
C -1.17881 -1.46552 2.52974 -0.020 -0.005 0.449
H 0.09811 2.61507 4.25178 0.018 0.019 -0.021
H -2.20433 3.51303 4.07653 0.005 -0.003 0.006
H -4.02106 2.06833 3.17669 0.001 -0.005 0.003
H -3.51048 -0.23454 2.46931 0.014 0.015 0.000
H -2.01584 -2.10392 2.27914 -0.005 0.016 -0.107
H -0.21788 -1.93337 2.68976 0.000 0.028 -0.137
```
Positions in Å, forces in eV/Å.

For each atom in turn, the Löwdin charge in e is: Pd 1.1712; O -0.6131; S 1.0138; C -0.2942; C -0.2391; C -0.2292; C -0.2768; S 1.0398; O -0.6006; C -0.3823; C -0.0759; C -0.0636; C -0.0765; C -0.0751; C -0.0805; C -0.3807; C -0.0473; C -0.0540; C -0.0758; C -0.0790; C -0.0909; H 0.0911; H 0.1040; H 0.0510; H 0.1318; H 0.1219; H 0.0762; H 0.0853; H 0.0947; H 0.0849; H 0.1095; H 0.1043; H 0.1059; H 0.1156; H 0.0990; H 0.1129; H 0.1047; H 0.1051; H 0.1110; C -0.0674; C -0.3833; O 0.0040; P 0.3497; O -0.1531; O -0.3242; O -0.3769; P 0.2916; O -0.0710; O -0.0996; O -0.3286; H 0.0829; H 0.0682; H 0.0835; H 0.1022; H 0.0754; H 0.0402; H 0.0955; O -0.3335; Se 0.9240; O -0.3915; O -0.4475; O -0.4483; Cl 0.7189; C -0.5968; C -0.1217; C -0.0786; C -0.0756; C -0.0475; C -0.3335; C 0.0163; H 0.1013; H 0.1023; H 0.1044; H 0.1073; H 0.0724; H 0.0394

---

3.
C25H31LuN7OS4SbSi | wB97M-V/def2-TZVPD

Values from the calculation:
Total charge ... -1
Lowest unoccupied orbital energy (alpha / beta) ... 1.924 / 1.584 eV
Expectation value of S² ... 0.76
Orbital gap (alpha / beta) ... 6.00 / 6.51 eV
2S+1 ... 2

XYZ file:
```
71
Properties=species:S:1:pos:R:3:forces:R:3
Lu -5.03284 -6.27812 21.53382 -0.158 -0.166 -0.154
C -2.90735 -10.95308 25.48315 -1.216 1.522 0.150
C -2.58451 -10.30783 24.15950 0.847 -0.939 0.475
N -2.29694 -8.89894 24.25051 0.098 -0.316 -0.234
C -3.23103 -8.05561 23.79972 -1.939 0.550 -0.037
S -2.75070 -6.50139 23.29034 -0.492 0.485 -0.022
N -4.44253 -8.61560 23.82424 -0.244 -0.240 0.389
N -5.50981 -7.91580 23.39300 0.324 0.836 -1.071
C -6.69036 -8.40339 23.56883 0.229 -0.399 1.419
C -6.87997 -9.69389 24.44081 -0.028 0.370 -1.809
C -7.86367 -7.55043 23.17738 0.581 -0.151 0.198
C -9.12567 -7.94871 23.51084 -1.347 0.793 -0.766
C -10.22426 -7.15689 23.08873 0.743 -1.401 0.479
C -10.02318 -5.98032 22.45296 1.315 0.153 -0.453
C -8.67590 -5.64378 22.13335 -0.454 0.886 0.272
N -7.66733 -6.38696 22.52296 1.091 -0.415 -0.234
H -3.41354 -11.85691 25.23656 -0.393 -0.988 0.297
H -3.58690 -10.25994 26.00792 0.188 -0.560 0.183
H -2.01267 -11.13095 26.04452 0.361 -0.140 0.532
H -3.41185 -10.47169 23.46388 0.526 0.072 0.032
H -1.70334 -10.88188 23.90731 0.471 0.287 -1.137
H -1.39270 -8.49089 24.20086 0.841 -0.325 -0.087
H -7.21764 -10.54226 23.82602 -0.462 0.378 -0.149
H -7.64219 -9.51850 25.20780 0.604 -0.159 0.178
H -5.89148 -10.07358 24.72077 -0.321 0.713 0.718
H -9.28305 -8.85064 24.03618 -0.227 -0.846 0.345
H -11.23836 -7.51416 23.15005 -0.171 -0.155 0.588
H -10.91776 -5.44870 22.22711 -0.043 0.857 -0.649
H -8.35667 -4.72698 21.59275 -0.545 -0.607 0.372
S -2.86303 -1.50654 19.73273 0.176 0.476 0.264
Sb -4.37149 -3.15331 19.95540 0.539 -1.491 -0.851
S -3.24875 -5.33944 19.77398 -0.715 0.927 0.109
S -5.71737 -3.63040 21.79716 -0.165 -0.252 0.496
C -8.88166 -7.12050 18.98356 1.988 -0.167 -1.438
Si -6.98001 -7.65000 18.86363 -1.917 0.740 -2.851
C -6.15387 -6.94181 17.25512 0.786 -0.046 1.750
C -7.04413 -9.51419 18.64996 -1.556 1.216 -0.043
O -6.29446 -7.25150 20.16616 2.273 1.053 3.360
H -9.20313 -7.14989 17.95753 -0.474 -0.259 -0.750
H -9.19866 -6.15155 19.30368 0.322 0.726 0.599
H -9.40938 -7.86269 19.50632 -0.867 -1.056 0.877
H -5.91188 -5.86628 17.14731 -0.462 -0.537 0.261
H -6.72017 -7.30776 16.44010 -0.595 -0.225 -1.189
H -5.17844 -7.46082 17.24684 -0.202 0.135 -0.127
H -7.67892 -9.59617 17.76368 0.011 -0.547 -0.089
H -7.64851 -9.80098 19.51820 0.207 -0.485 -0.088
H -6.14497 -10.06699 18.53938 0.776 -0.447 -0.022
N -0.55845 -12.13197 18.97485 0.617 -2.749 0.779
C -0.18421 -13.49319 18.90682 -0.154 0.387 -0.899
C 0.59327 -14.24039 17.99214 -0.892 -0.112 0.760
C 0.56140 -15.63328 18.11486 0.046 1.946 -0.140
C -0.17389 -16.24580 19.14457 0.672 -0.666 -0.700
C -0.92037 -15.52133 20.02050 -0.293 0.844 1.018
C -0.94035 -14.12215 19.88100 -0.462 0.202 0.780
N -1.69777 -13.16340 20.57983 -0.082 -1.393 0.179
C -1.45592 -12.03869 20.00971 -0.023 1.346 -0.612
C -2.16492 -10.76721 20.31838 0.153 -0.137 0.136
C -1.55277 -9.51363 20.26160 -1.567 0.092 0.802
C -2.31381 -8.35665 20.62011 2.503 -1.400 -0.147
N -3.58385 -8.43733 20.87632 -1.246 0.187 0.321
C -4.16090 -9.64667 20.87930 -1.003 -0.114 -1.229
C -3.52360 -10.84638 20.66146 0.659 0.361 -0.075
H -0.20656 -11.49552 18.32825 0.180 1.584 -0.753
H 1.12090 -13.77177 17.17947 0.167 0.095 -0.112
H 1.12287 -16.09361 17.32443 0.068 -0.971 0.178
H -0.12843 -17.31688 19.25763 -0.042 -0.193 -0.071
H -1.43691 -15.99110 20.86109 0.008 0.141 -0.408
H -0.50639 -9.42908 20.11048 0.764 0.139 -0.319
H -1.76401 -7.42875 20.79084 -0.577 0.014 -0.326
H -5.24364 -9.65443 20.78918 -0.073 0.262 0.864
H -4.06750 -11.78981 20.71365 0.273 0.283 -0.120
```
Positions in Å, forces in eV/Å.

For each atom in turn, the Löwdin charge in e is: Lu 1.0566; C -0.0985; C -0.2789; N -0.0093; C -0.8895; S 0.5443; N -0.0522; N -0.0613; C -0.2261; C -0.0182; C -0.2305; C -0.0148; C -0.0714; C -0.0588; C -0.1340; N 0.0508; H 0.0605; H 0.0779; H 0.0598; H 0.0905; H 0.1083; H 0.0959; H 0.0768; H 0.0687; H 0.0475; H 0.0838; H 0.1013; H 0.0937; H 0.0799; S -0.3028; Sb 0.0866; S -0.2325; S -0.2512; C -0.1494; Si 0.2304; C -0.1679; C -0.1725; O -0.5184; H -0.0001; H 0.0004; H -0.0105; H 0.0267; H -0.0142; H 0.0211; H 0.0258; H 0.0280; H 0.0031; N 0.1771; C -0.1729; C -0.0204; C -0.0934; C -0.1127; C -0.0279; C -0.2157; N 0.1757; C -0.2981; C -0.1358; C 0.0250; C -0.1973; N -0.0126; C -0.1363; C -0.0068; H 0.1338; H 0.0977; H 0.0901; H 0.0950; H 0.1155; H 0.0975; H 0.0489; H 0.0966; H 0.1218

---

- Look up the 2S+1 of the first one.
  5

---

- 2S+1 of number 2 (C25H31ClO13P2PdS2Se)?
  5

---

- Which of these has the lowest expectation value of S²?
  C25H31LuN7OS4SbSi